# 1
# C25H42ClKN2O6P2

A structure of composition C25H42ClKN2O6P2 in a non-equilibrium geometry (wB97M-V/def2-TZVPD, the OMol25 dataset).

Each line ends with the Mulliken charge.
Geometry (Å):
K (-0.129643, 0.595823, -0.162109)  1.314
Cl (0.634017, 3.395158, -0.725876)  -0.197
P (2.537254, -1.015266, -1.413627)  0.378
P (0.513239, -0.128683, -3.322114)  -0.312
O (0.234369, 0.555244, -4.734876)  -0.402
O (2.505499, -2.537512, -1.805045)  -0.056
O (0.286767, -1.701226, -3.510769)  0.660
O (1.574818, -0.756331, -0.351195)  -0.761
O (-0.384865, 0.481499, -2.354635)  -0.825
O (4.085490, -0.844460, -1.039026)  -0.342
N (-1.935563, -1.499230, 1.262312)  -0.076
N (-4.350457, -4.793531, 2.101704)  -0.521
C (-0.407507, 2.453903, 1.991689)  -1.652
C (5.465749, 0.962083, -1.880487)  -1.340
C (3.946798, 1.328820, 0.104649)  -1.190
C (4.803404, 0.333511, -0.655879)  0.407
C (-1.945773, 3.229852, -1.324115)  -0.090
C (-1.104833, -2.087083, -3.536740)  0.422
C (3.460581, -3.204527, -2.639121)  0.900
C (-3.641082, 2.471014, 0.179271)  -0.560
C (1.470219, -0.791072, -6.396628)  -0.877
C (-1.461013, -2.561458, 1.896925)  -0.622
C (-2.212094, -3.679887, 2.199407)  -0.602
C (2.679098, -4.078219, -3.609561)  -1.197
C (-2.725793, 2.360373, 1.183983)  -0.684
C (0.933765, 0.572932, -5.978190)  0.393
C (-4.061052, -2.586998, 1.161421)  -0.736
C (-1.530471, -2.582104, -2.165167)  -0.921
C (-1.265432, -3.156411, -4.609292)  -1.506
C (4.400529, -4.012607, -1.756285)  -1.619
C (-3.555564, -3.715995, 1.814778)  1.040
C (2.035803, 1.632126, -5.962044)  -1.299
C (-1.029554, 3.145986, -0.310424)  0.486
C (-3.274338, 2.902957, -1.097613)  -0.788
C (-3.217564, -1.519513, 0.919352)  -0.400
C (2.279002, -0.018255, -2.927636)  -0.492
C (-1.334311, 2.661070, 1.000023)  0.384
H (-3.574002, -0.631001, 0.416502)  0.394
H (-5.190790, -4.915689, 1.561640)  0.206
H (1.654342, 2.542225, -5.503006)  0.345
H (-1.773944, -4.525005, 2.708517)  0.313
H (-5.093942, -2.563178, 0.846639)  0.316
H (-3.905301, -5.634219, 2.431429)  0.200
H (-0.414447, -2.521370, 2.160888)  0.467
H (-4.008952, 3.011565, -1.880898)  0.383
H (2.459902, 1.031474, -2.701991)  0.478
H (2.165281, -4.863147, -3.062648)  0.339
H (-0.903921, -3.410882, -1.846678)  0.257
H (-1.020353, -2.756219, -5.590500)  0.340
H (0.580466, 2.892640, 1.932536)  0.248
H (-1.694374, -1.195562, -3.791131)  0.434
H (0.158919, 0.891148, -6.688682)  0.404
H (2.904287, 1.291718, -5.400246)  0.204
H (3.826932, -4.719831, -1.164296)  0.342
H (4.750441, 1.525791, -2.473654)  0.199
H (1.852563, -0.725231, -7.413991)  0.497
H (4.043294, -2.457689, -3.191169)  0.233
H (2.273852, -1.110618, -5.735270)  0.181
H (-0.603133, -3.991060, -4.390898)  0.254
H (2.931231, -0.347558, -3.729767)  0.529
H (-1.634205, 3.575554, -2.300414)  0.371
H (-4.680997, 2.238749, 0.376894)  0.402
H (5.911356, 0.191130, -2.505120)  0.337
H (0.680027, -1.537317, -6.370371)  0.001
H (2.349632, 1.854541, -6.981149)  0.473
H (-2.290868, -3.514747, -4.632019)  0.455
H (3.172272, 1.747089, -0.534211)  0.122
H (3.345213, -4.531924, -4.337182)  0.458
H (4.572889, 2.140265, 0.465768)  0.513
H (-3.033266, 2.005309, 2.161627)  0.331
H (-0.752980, 2.224304, 2.992048)  0.317
H (5.589843, -0.058327, 0.004077)  0.386
H (4.931895, -3.347185, -1.082056)  0.326
H (1.933836, -3.477511, -4.122289)  0.068
H (6.249823, 1.640123, -1.557655)  0.493
H (-1.434295, -1.776762, -1.443760)  -0.205
H (5.118757, -4.553578, -2.366135)  0.399
H (-2.566874, -2.908217, -2.199635)  0.569
H (3.465787, 0.845497, 0.950679)  0.308

Forces on atoms 1 to 3 (eV/Å):
K -2.0 0.6 2.8
Cl 0.9 0.5 -0.2
P 1.7 -0.5 0.0

Properties
Total charge = 0
Multiplicity = 1
Lowest unoccupied orbital energy = 0.0083 Ha
F_max = 3.49 eV Å⁻¹
Kohn-Sham gap = 4.8 eV
ΔE to the lowest compared entry with this formula, charge and spin = 26.0 kcal per mole
Electronic energy = -89301.7437 eV



# 2
# C34H52FN2O2PtS2Si4Te

A structure of composition C34H52FN2O2PtS2Si4Te (wB97M-V/def2-TZVPD, the OMol25 dataset).

Each line ends with the Mulliken charge.
Geometry (Å):
Pt (-0.057532, -0.972682, 1.429670)  0.510
Te (0.403575, -1.191993, -1.090019)  -1.017
S (3.074219, -0.153519, 1.928522)  1.120
S (1.296695, -3.845655, 2.284334)  -0.377
Si (0.820866, 0.786907, -2.580119)  0.415
Si (1.783742, -0.522938, -4.304772)  0.154
Si (2.387650, 2.473438, -2.090769)  0.607
Si (-1.103433, 1.714775, -3.584586)  0.624
F (-1.776140, -3.179969, 0.101280)  -0.287
O (3.423354, 0.355575, 0.632663)  -0.415
O (2.755665, 0.800709, 2.954085)  -0.711
N (1.896254, -1.302585, 1.820325)  0.169
N (-2.036605, -0.774632, 1.544865)  0.329
C (5.829241, -3.383049, 3.332289)  -0.455
C (2.288803, -2.530404, 2.206179)  0.584
C (3.133255, -1.675115, -3.678556)  -1.016
C (-4.079652, -3.492554, 0.063729)  -0.672
C (-1.098093, 2.582183, 0.752619)  -0.950
C (-2.209447, 0.083984, 2.672714)  -0.541
C (0.444186, -1.600069, -5.078519)  -0.993
C (-5.523763, -1.993183, 1.219272)  -0.966
C (-5.365980, -3.131393, 0.443560)  -0.596
C (2.575127, 0.548713, -5.644033)  -1.071
C (-2.568730, 1.674770, 4.940425)  -1.523
C (-1.791800, -1.952212, 4.178855)  1.118
C (-2.511561, 2.196052, 1.195242)  0.582
C (4.152569, 1.826483, -2.110414)  -0.844
C (-2.463867, 1.462949, 2.525691)  0.210
C (4.497356, -3.612540, 3.017632)  -0.741
C (-0.507602, -2.114027, 4.995304)  -1.582
C (4.298743, -1.288249, 2.487924)  0.149
C (5.619313, -1.033007, 2.800748)  -0.544
C (-2.640510, 2.228546, 3.672669)  -0.930
C (2.029375, 3.371187, -0.485563)  -0.903
C (-0.738465, 2.094541, -5.402759)  -1.127
C (-4.430720, -1.223016, 1.583352)  -0.479
C (-2.530935, 0.490786, -3.527686)  -0.980
C (-2.112047, -0.483167, 3.962273)  1.313
C (-3.283562, 1.506684, 0.068853)  -1.677
C (-2.960108, -2.688987, 4.834728)  -1.599
C (6.385977, -2.109561, 3.226412)  -0.638
C (-2.301781, 0.326540, 5.078344)  -0.346
C (-3.114680, -1.538921, 1.188457)  1.298
C (3.732245, -2.541137, 2.587304)  -0.147
C (2.254752, 3.726173, -3.505092)  -1.088
C (-1.631938, 3.383144, -2.870329)  -1.198
C (-3.000384, -2.726342, 0.439583)  -0.204
H (-0.353182, -1.016318, -5.543258)  0.233
H (0.312112, -1.536475, 4.561329)  0.251
H (1.886863, 1.275179, -6.077283)  0.312
H (0.883129, -2.246678, -5.845110)  0.390
H (3.433960, 1.092152, -5.242862)  0.280
H (-0.647463, -1.775903, 6.026133)  0.371
H (-0.013275, -2.236272, -4.317306)  0.266
H (-2.462411, -0.203612, -4.368489)  0.366
H (7.427820, -1.959884, 3.479837)  0.384
H (3.021219, 4.498457, -3.388116)  0.423
H (-2.717624, 0.678413, -0.356485)  -0.190
H (6.448220, -4.206032, 3.666715)  0.392
H (-1.643029, 2.514398, -5.855219)  0.432
H (-4.243495, 1.119595, 0.412217)  0.484
H (-3.487223, 2.227543, -0.726111)  0.717
H (-2.711501, 2.297573, 5.815354)  0.377
H (-3.197016, -2.262202, 5.813656)  0.288
H (-6.509562, -1.688870, 1.550894)  0.403
H (-1.618793, -2.414789, 3.205778)  -0.225
H (1.281167, 4.220599, -3.518417)  0.245
H (-2.227987, -0.110368, 6.067738)  0.364
H (4.042806, -4.591080, 3.097431)  0.432
H (4.381058, 1.295644, -1.187475)  0.100
H (-2.518856, -0.103075, -2.610926)  0.103
H (2.819336, 4.103832, -0.290513)  0.459
H (4.845426, 2.667268, -2.218014)  0.402
H (6.034198, -0.037611, 2.714743)  0.475
H (-3.854344, -2.636987, 4.212580)  0.314
H (2.937831, -0.098981, -6.448699)  0.405
H (-3.880527, -4.386876, -0.513819)  0.467
H (1.075785, 3.901455, -0.529346)  0.234
H (-2.248836, 3.897925, -3.613992)  0.473
H (-0.480319, 1.695017, 0.602054)  -0.071
H (-3.043241, 3.128950, 1.417439)  0.536
H (2.402162, 3.251686, -4.478518)  0.215
H (-0.202694, -3.161384, 5.016431)  0.401
H (-4.588065, -0.346153, 2.198083)  0.420
H (2.001941, 2.676689, 0.352822)  0.083
H (4.012228, -1.132077, -3.327118)  0.278
H (-0.778465, 4.023439, -2.640312)  0.278
H (4.323944, 1.145894, -2.946430)  0.171
H (-0.607994, 3.210113, 1.499864)  0.476
H (-3.490916, 1.010541, -3.593754)  0.348
H (-6.215226, -3.735267, 0.152693)  0.382
H (3.444920, -2.330183, -4.499200)  0.333
H (2.778326, -2.294519, -2.854762)  0.292
H (-2.705874, -3.741355, 4.983199)  0.460
H (-2.838266, 3.289407, 3.560612)  0.403
H (-0.459112, 1.208613, -5.975652)  0.244
H (0.059505, 2.833756, -5.507082)  0.293
H (-1.129437, 3.136771, -0.186031)  0.184
H (-2.222846, 3.278810, -1.963989)  0.277

Forces on atoms 1 to 3 (eV/Å):
Pt -0.1 0.2 -0.2
Te -0.2 -0.1 0.0
S 0.0 0.1 0.0

Properties
Total charge = -1
Multiplicity = 1
Lowest unoccupied orbital energy = 0.0669 Ha
F_max = 0.46 eV Å⁻¹
Kohn-Sham gap = 6.1 eV
ΔE to the lowest compared entry with this formula, charge and spin = 3.9 kcal per mole
Electronic energy = -109621.8315 eV



# 3
# C10H20N4O7Rh

A structure of composition C10H20N4O7Rh in a non-equilibrium geometry (wB97M-V/def2-TZVPD, the OMol25 dataset).

Each line ends with the Mulliken spin population.
Geometry (Å):
Rh (0.962243, 0.110105, 0.876764)  2.118
O (-1.482253, -1.875940, 1.395341)  0.289
O (2.816482, -0.411703, 3.236142)  -0.014
O (-2.070290, 0.457137, 1.902821)  -0.009
O (-0.282641, -0.883454, -2.848353)  0.002
O (1.010960, 0.795309, -1.240312)  0.006
O (2.269176, 2.698311, 0.251662)  0.320
O (2.958533, -1.051850, -1.024931)  0.415
N (-0.947353, 1.049559, 1.530377)  0.012
N (1.941979, -1.361691, -0.346941)  0.126
N (-0.345380, -1.658031, 0.770092)  0.315
N (1.265896, 2.199116, 0.831285)  0.348
C (1.843738, -3.553927, -1.548549)  0.006
C (1.312417, -2.574085, -0.575345)  0.129
C (-0.764169, -3.969678, 0.184962)  0.008
C (0.086891, -2.741712, 0.103958)  -0.026
C (-1.823413, -0.278346, -2.580299)  0.000
C (0.225747, 3.021712, 1.144894)  -0.085
C (2.072585, -0.225359, 2.355585)  -0.002
C (0.309924, 4.510110, 1.032783)  0.007
C (-2.133982, 3.053814, 2.221009)  0.003
C (-0.952288, 2.375376, 1.612441)  0.039
H (0.310285, -0.123145, -2.574363)  0.003
H (-0.671548, 5.010851, 0.972200)  0.000
H (0.812176, 4.920282, 1.923445)  -0.010
H (0.167282, -1.122703, -3.716594)  0.000
H (-1.859910, -0.725107, 1.668062)  0.003
H (2.918500, -3.688540, -1.441157)  0.003
H (1.904659, 1.196765, -1.096746)  -0.012
H (-2.842443, 2.355265, 2.685620)  0.002
H (-0.310301, -4.850087, -0.304393)  0.002
H (-1.769148, 3.733597, 2.994611)  0.004
H (1.654138, -3.323768, -2.606173)  0.011
H (-2.563616, -1.064614, -2.351929)  -0.001
H (0.465691, 1.589174, -1.478111)  -0.009
H (-0.960338, -4.274631, 1.236955)  -0.005
H (-1.735433, -3.793338, -0.323154)  -0.006
H (1.398654, -4.537632, -1.397550)  0.004
H (0.880939, 4.803912, 0.147131)  -0.002
H (-2.665728, 3.643751, 1.466308)  0.004
H (-1.952269, 0.348503, -3.401888)  0.000
H (-1.456397, 0.216708, -1.687647)  0.005

Forces on atoms 1 to 3 (eV/Å):
Rh 0.2 -0.3 0.3
O 1.0 0.7 -0.7
O -2.5 0.7 -3.1

Properties
Total charge = +1
Multiplicity = 5
Lowest unoccupied orbital energy (spin up / spin down) = -0.1644 / -0.1875 Ha
F_max = 6.11 eV Å⁻¹
Kohn-Sham gap (spin up / spin down) = 5.8 / 5.2 eV
Electronic energy = -33977.1833 eV



Results for M: 603.12, 1038.96, 411.20 (in g mol⁻¹, following the order of the records).